No. 1
Formula: C14H79O43Zn
Source: the OMol25 dataset
Level of theory: wB97M-V/def2-TZVPD

Geometry as XYZ:
```
137
Properties=species:S:1:pos:R:3:forces:R:3
Zn 2.014561 1.161212 2.043296 -0.4404 1.6209 0.2284
C 1.729772 2.403480 6.240713 0.9782 0.4097 0.3235
C 1.371046 2.848262 4.816126 -1.4972 -0.5700 -0.6763
O 0.830829 3.927795 4.680366 0.4636 0.8385 0.7556
O 1.492725 1.972835 3.894025 0.9795 -1.1908 -0.1879
H 1.051963 2.855259 6.964990 -0.3913 -0.3525 -0.1019
H 2.673166 2.893221 6.482077 0.4289 0.0647 -0.0393
H 1.904340 1.336508 6.379218 -0.3825 -0.0671 -0.0857
C 5.111255 -1.199063 3.039560 0.0178 -1.2239 1.7047
C 3.879737 -0.464323 2.630914 0.4042 1.4952 -1.3004
O 4.088262 0.704949 2.249911 0.3280 1.2268 -0.1294
O 2.720075 -0.914348 2.589966 -0.6849 -1.6422 1.0695
H 5.795867 -1.508046 2.249662 -0.4636 -0.0800 -0.1949
H 4.756673 -2.021441 3.660911 0.2773 -0.7348 -0.3965
H 5.702462 -0.635141 3.761050 -0.0605 0.6048 -0.2722
C 4.410571 2.666604 -5.023667 0.1135 -0.6391 -0.3273
C 4.110429 1.491984 -4.098997 2.5546 -2.3818 1.3294
O 5.045947 0.697301 -3.781503 -0.6559 1.8658 -1.5797
O 2.984836 1.429840 -3.567636 -2.3368 0.5819 0.0276
H 3.519948 3.285342 -5.133454 0.2971 0.3156 0.0482
H 4.707910 2.240033 -5.981648 -0.0534 0.0553 -0.2650
H 5.306216 3.135134 -4.615762 -0.2516 0.4726 0.0085
C 3.468514 -1.678471 -6.551534 -0.9603 1.0032 -1.9057
C 2.922357 -1.964168 -5.185225 7.6539 -0.4084 2.0883
O 1.772700 -2.198391 -5.038224 -7.7443 -1.0141 0.1110
O 3.777764 -2.003058 -4.261858 -0.1948 -0.2828 -1.3736
H 3.110686 -0.664083 -6.727791 0.8879 0.8272 0.1247
H 2.873199 -2.079451 -7.371854 -0.2030 -1.0946 -0.0352
H 4.521504 -1.834006 -6.786316 -0.0462 0.2869 0.5806
C -1.070692 -0.565208 -0.084570 1.0938 1.9991 0.1822
C 0.103287 0.060354 0.792806 -1.7567 -1.6518 -1.4065
O 1.259731 0.113361 0.347233 1.4604 -0.4561 -1.7977
O -0.112232 0.499584 1.904584 -1.2743 0.9655 2.8150
H -0.591391 -0.786529 -1.038182 -0.3535 -0.9387 0.0665
H -1.720061 0.281162 -0.308330 -0.0251 0.5800 -0.0483
H -1.799702 -1.234374 0.372465 0.8877 -0.6612 0.1231
C 2.209585 4.992838 -0.397210 -0.4143 -0.5413 1.1028
C 1.865459 4.087822 0.826682 -3.3557 3.6751 3.4391
O 1.154464 4.580182 1.758199 1.4019 -0.1297 -2.3201
O 2.250616 2.907178 0.896133 2.0155 -2.7615 -1.3906
H 1.727647 5.969808 -0.360337 -0.4705 -0.2724 0.4332
H 1.780190 4.430390 -1.226286 0.9074 0.1895 -0.6173
H 3.271452 5.232786 -0.342833 0.2255 -0.6798 -0.8345
C -1.917610 4.485701 -1.735130 0.4665 0.1458 0.1761
C -2.877333 5.403707 -0.975298 -1.3112 1.9575 0.8673
O -3.866853 5.900015 -1.590627 0.1235 -0.5583 -0.9032
O -2.680373 5.698265 0.249002 0.4568 -1.4307 -0.9830
H -1.697404 3.667436 -1.049540 0.2262 -0.2773 -0.2922
H -0.978828 4.981347 -1.982376 0.2349 0.3097 0.6910
H -2.197800 4.184357 -2.744486 -0.8434 -0.3101 0.2920
O 6.065751 -0.564483 -1.072129 0.2607 -0.2075 -0.0776
H 5.867395 -0.388950 -0.152302 -0.3583 0.2961 0.2536
H 6.960334 -0.904886 -1.063996 0.2761 -0.0805 -0.0473
O -3.528718 3.017639 1.186773 -0.7020 -0.7600 0.2734
H -3.942173 2.643363 0.408822 0.1173 -0.2446 -0.4429
H -3.417695 3.944929 0.976930 0.6423 1.3474 -0.1862
O -5.024538 -0.698429 0.760822 -0.3253 -0.2713 0.0997
H -5.780710 -0.130169 0.907488 -0.0725 0.1510 0.0827
H -4.502153 -0.238036 0.104025 0.3023 0.3604 -0.2614
O -4.510476 -5.134653 -1.137683 -0.0788 -1.0625 0.2764
H -5.164019 -5.572567 -1.682976 -0.1727 -0.0295 -0.1105
H -4.472847 -4.241187 -1.479050 0.3442 0.8233 -0.2882
O 2.242561 -5.378854 1.607210 0.0746 -0.7444 0.3713
H 3.083277 -5.835071 1.571120 0.1653 -0.0530 -0.0300
H 2.411109 -4.532060 1.193978 -0.1915 0.8274 -0.4103
O -4.514260 -3.062696 2.041377 -0.2282 -0.6311 0.1369
H -4.967548 -2.486796 1.425666 -0.0154 0.5851 -0.0845
H -4.588751 -2.617675 2.885560 0.2540 0.1279 0.2983
O -1.586619 -4.910568 3.884694 -0.4412 -0.9856 0.9633
H -1.109510 -4.106021 3.681429 0.3864 0.5185 -0.9213
H -1.705226 -4.885864 4.834202 -0.1112 0.0493 0.2957
O 3.231933 -0.826349 -1.804729 -0.1163 -0.9038 0.5688
H 2.846731 -0.012088 -2.128512 0.2346 0.5324 -0.4846
H 2.879040 -0.923724 -0.920303 -0.1497 0.4627 0.2742
O -6.640940 -3.710193 0.120843 -1.0808 0.4210 -0.2434
H -5.688328 -3.795059 0.081332 0.4745 -0.3432 0.0559
H -6.941473 -4.544528 0.481122 0.2445 -0.1262 0.1621
O 4.369084 2.558920 -1.341305 0.7404 0.5875 0.3644
H 3.562509 2.523487 -0.827091 -0.4738 -0.0264 0.4467
H 4.093332 2.353859 -2.234696 -0.2187 -0.3995 -0.0081
O 0.518801 -1.298198 5.064646 -0.2265 -0.0823 0.5493
H 0.688189 -2.184982 5.382699 -0.0225 -0.2795 0.0065
H 1.193898 -1.147493 4.403017 0.4914 0.5787 -0.5081
O -3.153995 -0.100185 -3.295165 -0.9766 0.2213 0.5162
H -3.490949 -0.308536 -4.166538 0.1753 -0.0759 -0.2518
H -2.227575 0.094817 -3.436417 0.6278 -0.1408 -0.1646
O 1.689434 -2.887234 0.251188 0.3325 -0.5288 0.7903
H 2.032383 -2.743108 -0.630768 0.2176 -0.1253 -1.0891
H 1.744195 -2.029771 0.673075 0.0046 0.7587 0.3752
O -4.045622 -2.239804 5.562278 -1.2761 -1.0583 0.9033
H -4.623729 -1.484284 5.456421 0.1518 0.2806 -0.0946
H -3.303381 -2.056609 4.986311 0.6989 0.6670 -0.5372
O 1.810025 -3.585490 -2.397283 -0.4391 -0.7583 0.8006
H 2.158728 -4.405408 -2.747118 0.1934 0.0270 -0.0901
H 1.666426 -3.037262 -3.168678 0.5230 0.8751 -0.8804
O -0.664062 3.466536 -5.004904 -0.4717 0.7222 -0.7308
H -0.459633 2.842906 -4.308105 0.4106 -0.4538 0.6920
H -0.497892 2.984324 -5.814896 0.1305 -0.1714 -0.0743
O -3.925773 -2.658278 -2.018130 -0.5492 -0.1429 -0.0192
H -3.072808 -2.826874 -2.418447 0.6439 -0.2122 -0.1174
H -4.034233 -1.708961 -2.075214 0.1008 0.3493 0.0077
O -0.736789 -0.419105 -4.872614 -1.1728 -0.3927 -0.5466
H 0.037706 -0.981595 -4.875383 0.9595 -0.4849 -0.1362
H -0.463866 0.362719 -4.392510 0.5582 0.5452 0.5087
O 0.136432 1.506814 -3.173261 -0.9995 0.1435 0.0088
H -0.151834 1.564428 -2.262317 -0.1252 0.0802 0.4185
H 1.083869 1.382324 -3.117746 1.5134 0.0235 -0.3401
O -2.226569 1.838714 3.186197 -0.5362 -0.3602 0.9501
H -2.613770 2.055726 2.338134 -0.0320 0.3091 -0.8572
H -1.313890 1.630006 2.986953 0.8500 -0.1898 -0.1708
O -1.628358 4.760937 3.532347 -0.1239 0.7379 0.1751
H -2.334777 4.900220 4.163069 -0.1974 -0.1549 0.1011
H -1.938557 4.044140 2.978984 0.1530 -0.2628 -0.1245
O -2.186613 -4.369261 1.304600 -0.4560 -0.3943 0.2016
H -1.643978 -4.234524 0.527667 0.2538 -0.1193 -0.4570
H -2.768285 -3.609364 1.325791 -0.3230 0.0749 0.3766
O -4.955839 2.040112 3.730439 -1.1323 -0.1317 0.4630
H -5.335305 2.395980 2.926945 0.2252 0.1875 -0.2305
H -4.031481 1.906703 3.520704 0.7337 -0.0384 0.1035
O -0.019825 -3.121300 2.626076 0.0972 0.2706 0.5055
H 0.440704 -3.328388 1.812897 -0.0358 -0.2756 -0.2919
H 0.505153 -2.430253 3.029894 0.0693 0.3794 -0.0520
O 5.089563 3.997274 1.730287 0.7273 0.6310 0.3846
H 5.691926 3.254781 1.684376 -0.1360 -0.3012 -0.1516
H 4.280199 3.674534 1.334064 -0.6445 -0.4072 -0.1944
O -0.538744 -4.115106 -0.661722 -0.3296 -0.4320 -0.5150
H -0.402169 -4.221685 -1.603110 0.0119 0.0267 -0.3271
H 0.301132 -3.795510 -0.332031 0.4739 0.4077 0.1813
O -4.555036 1.502590 -1.159464 -0.2866 -0.1052 0.4507
H -5.465907 1.780907 -1.254736 -0.2090 0.2153 0.0041
H -4.277222 1.282125 -2.048533 0.6123 -0.2103 -0.5170
O -1.215067 -3.695019 -3.458397 -0.6156 -0.2683 0.1520
H -1.284215 -3.953229 -4.377521 0.1261 0.0257 -0.2096
H -0.830087 -2.819018 -3.483521 0.4148 0.4632 -0.0255
O -2.238406 -0.891368 4.294594 -0.1888 -0.3969 0.1630
H -1.381406 -0.848412 4.718788 0.6443 -0.0794 -0.0328
H -2.325658 -0.051246 3.844253 -0.1144 0.6723 -0.5030
```
Positions in Å, forces in eV/Å.

Kohn-Sham gap = 4.87 eV
HOMO energy = 0.11648 Eh
2S+1 = 1
LUMO energy = 0.2953 Ha
Net charge = -5

***

No. 2
Formula: C14H7Cl3O4S
Source: the OMol25 dataset
Level of theory: wB97M-V/def2-TZVPD

Geometry as XYZ:
```
29
Properties=species:S:1:pos:R:3:forces:R:3
O 3.718540 0.614555 1.007064 -2.0188 -1.2326 -1.7917
C 2.766265 0.486250 0.216402 5.2913 0.9425 4.0126
O 2.421958 -0.650785 -0.375547 -0.8351 -0.6362 -0.1077
C 1.202620 -0.412404 -1.130253 0.2789 0.3646 0.4944
Cl 1.601860 -0.820131 -2.789801 -0.1968 -0.4459 -0.6934
C 0.107906 -1.266587 -0.521294 -0.6308 -0.7419 1.0878
C 0.244077 -2.662715 -0.616328 -0.8463 0.2789 0.7884
C -0.561610 -3.540745 0.122341 -0.0792 1.0440 -0.1422
C -1.552838 -3.028889 0.972261 -0.0899 -0.3245 -0.2131
Cl -2.503342 -4.199478 1.857409 0.2336 0.6387 -0.2827
C -1.742626 -1.651552 1.049765 -0.1232 0.8232 -0.4003
S -3.031951 -0.873852 2.109567 1.1835 2.5776 2.0997
O -2.839154 -1.351202 3.462085 -0.5664 -0.5097 -1.4840
O -2.989446 0.603929 2.023797 -0.2722 -3.0984 -1.1377
Cl -4.866111 -1.562185 1.383113 1.0661 0.3358 0.1657
C -0.886203 -0.767143 0.342975 -0.0668 -0.1974 0.0515
C 1.047698 1.069238 -1.021198 -1.2455 1.3073 -1.0038
C 0.171916 1.926341 -1.693242 0.0290 -0.2389 0.1442
C 0.226154 3.288747 -1.466904 0.3192 0.2379 1.1728
C 1.103073 3.824137 -0.504663 0.4341 -0.2333 0.2705
C 1.997132 2.957377 0.134579 -0.0827 -0.1570 -0.8014
C 1.995552 1.591212 -0.189392 -2.3313 1.4222 -0.8124
H 1.036045 -3.001459 -1.238318 0.3988 -0.6447 -0.4253
H -0.498269 -4.615927 0.067989 0.3406 -0.0338 -0.1506
H -0.989279 0.301246 0.551349 -0.0778 -0.3000 -0.2904
H -0.549869 1.538395 -2.374303 -0.4126 -0.2707 -0.4613
H -0.459689 3.986637 -1.908033 -0.2739 -0.1023 -0.4901
H 1.077887 4.916438 -0.267041 0.1400 -1.1953 -0.2493
H 2.751705 3.300553 0.795624 0.4342 0.3898 0.6498
```
Positions in Å, forces in eV/Å.

Kohn-Sham gap = 9.30 eV
Energy relative to the best compared isomer or geometry (same formula, charge and spin) = 0.8 kcal per mole
HOMO energy = -0.37581 Eh
SMILES = O=C1O[C@@](Cl)(c2ccc(Cl)c(S(=O)(=O)Cl)c2)c2ccccc21
2S+1 = 1
LUMO energy = -0.0339 Ha
Net charge = 0

***

No. 3
Formula: C14H7N2O6ReS2
Source: the OMol25 dataset
Level of theory: wB97M-V/def2-TZVPD

Geometry as XYZ:
```
32
Properties=species:S:1:pos:R:3:forces:R:3
Re 0.947597 -0.858323 0.167015 -0.0316 0.4549 -0.3511
O 4.177250 -3.124972 1.055085 0.2368 0.0405 -0.0576
C 3.373931 -2.256932 0.991028 -0.6898 -0.5151 -0.1741
O 2.315381 -2.252180 0.125107 0.4331 0.1458 0.1809
C 3.325345 -1.071488 1.907689 -0.0147 0.2744 -0.0118
C 4.206052 -0.745019 2.909702 0.1051 0.0431 0.0983
C 3.967187 0.427253 3.627940 0.0166 -0.0250 0.0371
C 2.873634 1.239192 3.333560 0.0575 0.0606 0.0768
C 2.031381 0.844476 2.319932 0.2513 -0.1706 -0.1154
N 2.279336 -0.284007 1.653197 -0.0227 -0.1043 -0.1145
C 0.805423 1.550225 1.819010 -0.7822 -0.3762 -0.1579
O 0.394440 2.564315 2.279393 0.1250 0.2302 -0.0323
O 0.186225 0.845542 0.837885 0.3895 0.1358 0.3900
H 5.051462 -1.389567 3.108094 -0.0050 0.0229 0.0214
H 4.643225 0.709662 4.424227 -0.0051 0.0080 -0.0121
H 2.665551 2.156606 3.866795 0.0268 -0.0131 0.0147
O -2.600413 -0.262227 1.042194 0.0156 -0.0265 0.0332
S -2.560695 -1.039423 -0.145255 -0.0062 -0.1867 -0.1556
O -3.078838 -2.360368 -0.210848 -0.0011 0.0508 0.1258
N -0.915143 -1.120039 -0.675472 0.1687 0.0952 -0.0543
C -0.725211 -0.505327 -1.831428 -0.3032 -0.0546 0.1778
S 0.938509 -0.401175 -2.215712 0.0139 -0.1531 0.2754
C -1.928346 0.069188 -2.423120 0.2002 -0.1235 0.0077
C -2.072201 0.745759 -3.620764 -0.0336 0.0759 -0.1186
C -3.339276 1.206330 -3.955263 0.0376 -0.0354 0.0407
C -4.421948 0.987572 -3.109002 -0.0716 0.0376 -0.0290
C -4.282230 0.306800 -1.901116 0.0889 0.0173 -0.0712
C -3.018471 -0.135250 -1.584682 -0.2212 0.1109 -0.0261
H -1.224873 0.910353 -4.273858 -0.0100 -0.0064 0.0001
H -3.488385 1.740047 -4.883337 0.0038 -0.0031 0.0003
H -5.398583 1.357120 -3.391910 0.0121 0.0048 -0.0055
H -5.127316 0.145845 -1.246093 0.0154 -0.0150 0.0071
```
Positions in Å, forces in eV/Å.

Kohn-Sham gap (alpha / beta) = 6.97 / 7.77 eV
Energy relative to the best compared isomer or geometry (same formula, charge and spin) = 0.1 kcal per mole
HOMO energy (alpha / beta) = -0.46607 / -0.49854 Eh
<S²> = 3.78
2S+1 = 4
LUMO energy (alpha / beta) = -0.2101 / -0.2129 Ha
Net charge = +1

***

No. 4
Formula: C14H8BrClGaNO10
Source: the OMol25 dataset
Level of theory: wB97M-V/def2-TZVPD

Geometry as XYZ:
```
36
Properties=species:S:1:pos:R:3:forces:R:3
Ga 0.680408 0.580628 0.626602 -0.0581 -0.2421 -0.2965
O 1.090845 0.122232 -1.259722 0.1044 0.0338 0.0891
C 0.635166 0.719976 -2.252232 -0.1111 -0.0348 -0.0095
C -0.386373 1.708235 -2.262014 0.0375 -0.0244 0.0719
C -0.777149 2.225539 -3.508761 0.0932 -0.0050 -0.1082
C -1.780130 3.142030 -3.572058 0.0530 0.1658 0.0485
C -2.440129 3.581928 -2.410781 0.0009 0.0239 -0.0380
C -2.076321 3.094415 -1.189028 -0.0251 0.0426 0.0064
C -1.033799 2.143796 -1.068711 0.0549 -0.0343 -0.0281
O -0.723727 1.709176 0.105250 -0.1144 -0.0022 0.1208
N -2.184213 3.673480 -4.876166 -0.4142 -0.5036 -0.0343
O -1.589711 3.275489 -5.857300 0.2024 0.1296 -0.0274
O -3.143995 4.415718 -4.902729 0.0772 0.2418 0.0470
H 1.049963 0.432870 -3.224610 0.0141 -0.0059 -0.0138
H -0.289402 1.901368 -4.419411 -0.0001 -0.0030 0.0232
H -3.233093 4.309435 -2.510648 0.0017 -0.0012 0.0132
H -2.563302 3.422467 -0.281317 0.0048 -0.0086 -0.0083
Br 0.754311 -7.252997 3.804423 -0.0042 -0.0036 -0.0007
C 0.739338 -5.506574 3.085133 0.0086 -0.0061 0.0095
C 1.934030 -4.810508 2.978006 0.0256 0.0275 -0.0122
C 1.920532 -3.531886 2.448185 0.0460 -0.0187 -0.0093
C 0.719546 -2.962326 2.039807 0.0017 0.0566 -0.0447
C -0.471271 -3.670480 2.157566 -0.0436 0.0160 0.0177
C -0.465239 -4.952000 2.680027 -0.0337 0.0243 -0.0142
C 0.710295 -1.600118 1.480570 0.0418 -0.0258 0.0121
O -0.379007 -1.001272 1.190765 0.0714 -0.0247 0.0385
O 1.785373 -0.958062 1.263538 -0.0387 -0.0011 0.0336
H 2.858985 -5.264517 3.304124 -0.0077 0.0031 -0.0045
H 2.837044 -2.966116 2.347968 -0.0115 -0.0085 0.0069
H -1.396032 -3.207362 1.840430 0.0086 -0.0182 0.0031
H -1.383054 -5.514559 2.775007 0.0081 -0.0006 0.0030
O 2.881772 2.772107 2.745611 -0.1546 -0.0734 -0.1268
Cl 1.742502 2.612292 1.930747 -0.0143 0.1659 0.0949
O 0.862922 1.516386 2.449994 0.0138 0.1914 -0.0466
O 0.992567 3.796651 1.750434 0.1878 -0.0928 0.0899
O 2.120348 2.042560 0.591299 -0.0263 0.0163 0.0937
```
Positions in Å, forces in eV/Å.

Kohn-Sham gap = 8.44 eV
HOMO energy = -0.35818 Eh
2S+1 = 1
LUMO energy = -0.0479 Ha
Net charge = 0

***

Q: Which of these has the highest net charge?
A: C14H7N2O6ReS2